82
Properties=species:S:1:pos:R:3:forces:R:3 method="wB97M-V/def2-TZVPD" de_lowest_kcal_mol=8.9 charge=+2
W 0.26685 -0.05110 0.26006 0.0 0.5 0.7
C 3.82260 0.93068 1.66379 0.0 0.0 0.0
Se 2.36382 -0.20156 2.25335 -0.1 0.0 -0.1
C 1.76615 0.85215 3.76442 0.0 0.0 0.0
C 1.32001 2.25232 3.38202 0.0 0.0 0.0
Se 0.62160 2.38584 1.54923 0.0 0.1 -0.1
C -1.07241 3.22101 1.95769 0.0 0.0 0.0
H 4.56353 0.93824 2.46099 0.0 0.0 0.0
H 3.48611 1.94015 1.43964 0.0 0.0 0.0
H 4.23872 0.47188 0.77091 0.0 0.0 0.0
H 2.58220 0.88603 4.48602 0.0 0.0 0.0
H 0.95694 0.27424 4.20430 0.0 0.0 0.0
H 2.14398 2.96152 3.41791 0.0 0.0 0.0
H 0.53089 2.61267 4.03983 0.0 0.0 0.0
H -1.67023 2.57215 2.58933 0.0 0.0 0.0
H -1.56040 3.41711 1.00999 0.0 0.0 0.0
H -0.83706 4.15530 2.46342 0.0 0.0 0.0
C -1.55399 -0.44276 3.71493 0.0 0.0 0.0
C -0.88547 -1.60462 3.04036 0.0 0.0 0.0
C -0.90134 -2.86154 3.59715 0.0 0.0 0.0
C -0.19242 -3.90809 2.99354 0.0 0.0 0.0
C 0.53871 -3.70649 1.84574 0.0 0.0 0.0
C 0.51163 -2.42262 1.30109 0.0 0.0 -0.1
N -0.19861 -1.42119 1.88621 -0.1 -0.1 -0.1
N 1.14505 -1.87473 0.23154 0.2 -0.4 0.0
Si 2.11542 -2.75682 -1.05100 0.0 0.0 0.0
C 1.34820 -4.44303 -1.24057 0.0 0.0 0.0
C 3.85312 -2.79344 -0.40454 0.0 0.0 0.0
C 1.97799 -1.80269 -2.64727 0.0 0.0 0.0
H -2.63776 -0.56657 3.72454 0.0 0.0 0.0
H -1.31597 0.49660 3.22465 0.0 0.0 0.0
H -1.24501 -0.39672 4.75993 0.0 0.0 0.0
H -1.44424 -3.02678 4.51731 0.0 0.0 0.0
H -0.20372 -4.88830 3.45209 0.0 0.0 0.0
H 1.11790 -4.49482 1.39365 0.0 0.0 0.0
H 1.74985 -5.18290 -0.54764 0.0 0.0 0.0
H 1.57598 -4.79926 -2.24799 0.0 0.0 0.0
H 0.25949 -4.43110 -1.15539 0.0 0.0 0.0
H 3.91268 -3.24543 0.58797 0.0 0.0 0.0
H 4.26706 -1.78309 -0.35952 0.0 0.0 0.0
H 4.49514 -3.37563 -1.06953 0.0 0.0 0.0
H 1.07618 -1.19553 -2.74683 0.0 0.0 0.0
H 1.94235 -2.52492 -3.46563 0.0 0.0 0.0
H 2.85179 -1.17306 -2.81302 0.0 0.0 0.0
O 3.72203 0.91035 -1.72384 0.0 0.1 0.0
C 2.55904 1.08447 -1.53893 0.0 0.0 0.0
O 1.94987 0.40685 -0.50043 -0.1 -0.1 -0.3
C 1.68030 1.98748 -2.28373 0.0 0.0 0.0
C 2.23025 2.79533 -3.27882 0.0 0.0 0.0
C 1.41123 3.66024 -3.96127 0.0 0.1 0.1
C 0.05975 3.77586 -3.67614 0.0 0.0 0.0
C -0.45825 2.99514 -2.67055 0.0 0.0 0.0
C 0.31999 2.05379 -1.97980 0.0 0.0 0.0
O -0.26735 1.22854 -1.11670 -0.1 0.2 -0.1
N -1.86512 3.17851 -2.30648 0.0 0.0 0.1
O -2.67674 3.25137 -3.19207 0.0 0.0 0.0
O -2.11749 3.25443 -1.11100 0.1 0.1 0.0
N 1.98687 4.51599 -5.02503 -0.1 -0.2 -0.2
O 3.16166 4.36375 -5.26525 0.0 0.1 0.1
O 1.22206 5.26423 -5.58885 0.0 0.1 0.1
H 3.28508 2.73519 -3.51137 0.0 0.0 0.0
H -0.56084 4.47426 -4.22227 0.0 0.0 0.0
B -2.23255 -2.69237 -2.74652 0.0 0.0 0.1
C -1.48709 -1.88269 -1.67903 0.1 0.1 -0.1
N -0.96237 -1.22421 -0.87181 0.0 -0.1 -0.2
H -2.66661 -1.86767 -3.51592 0.0 0.0 0.0
H -3.10808 -3.26110 -2.12868 0.0 0.0 0.0
H -1.42796 -3.45215 -3.22480 0.0 0.0 0.0
C -3.64079 -1.37324 0.79671 0.0 0.0 0.0
P -3.13096 0.30603 0.43004 -0.1 -0.1 0.0
C -3.55284 0.67878 -1.27297 0.0 -0.1 0.0
C -4.13534 1.38777 1.43491 0.0 0.0 0.0
O -1.64528 0.53950 0.85063 0.1 0.1 -0.1
H -4.67474 -1.50493 0.47444 0.0 0.0 0.0
H -3.58710 -1.55360 1.86939 0.0 0.0 0.0
H -3.02310 -2.09987 0.27301 -0.1 0.0 0.0
H -4.37428 0.02181 -1.56454 0.0 0.0 0.0
H -2.72802 0.50923 -1.95761 0.1 -0.1 0.0
H -3.87985 1.71447 -1.34270 0.0 0.0 0.0
H -5.18519 1.20068 1.20052 0.0 0.0 0.0
H -3.90945 2.42694 1.19715 0.0 0.0 0.0
H -3.97402 1.19775 2.49565 0.0 0.0 0.0

=====

139
Properties=species:S:1:pos:R:3:forces:R:3 method="wB97M-V/def2-TZVPD" smiles="CC(=O)OCCCc1cnc2ccccc2n1.CN(C)C=O.CN(C)C=O.CN(C)C=O.CN(C)C=O.CN(C)C=O.CN(C)C=O.CN(C)C=O.CN(C)C=O.CN(C)C=O"
C 1.89579 -5.79097 -1.68263 -0.2 0.8 -0.1
C 0.78024 -6.55134 -2.33846 -0.2 -0.3 0.1
O 0.95521 -7.26524 -3.27293 0.2 -0.5 -0.5
O -0.48330 -6.38052 -1.81965 0.1 0.5 0.2
C -1.16534 -5.34707 -2.58098 -0.2 -0.1 -0.1
C -2.14362 -4.58010 -1.69785 -0.2 -0.1 0.0
C -2.18948 -3.07001 -1.98622 -0.2 -0.3 -0.3
C -0.82355 -2.45522 -1.97241 -0.9 0.1 -0.4
C -0.22592 -2.20079 -0.70849 0.2 0.0 0.3
N 0.97043 -1.71133 -0.55239 -0.1 -0.2 -0.4
C 1.62599 -1.45862 -1.72607 0.3 0.2 0.3
C 2.94706 -0.95985 -1.68467 0.7 0.1 -0.1
C 3.65658 -0.69339 -2.82891 -0.7 -0.2 -0.1
C 3.03359 -0.89433 -4.08513 0.0 0.0 0.4
C 1.75485 -1.38088 -4.14521 0.3 0.2 -0.3
C 1.01967 -1.67618 -2.97239 0.0 -0.2 -1.0
N -0.25125 -2.18786 -3.12163 0.7 0.2 1.2
H 1.52824 -4.91968 -1.15174 -0.1 0.0 0.1
H 2.45667 -6.40501 -0.98429 0.1 -0.2 -0.1
H 2.53556 -5.41016 -2.47403 0.3 -0.3 0.0
H -0.41292 -4.70675 -3.04539 0.0 0.2 0.1
H -1.70984 -5.81686 -3.39942 0.1 -0.2 -0.1
H -3.13873 -4.97360 -1.90624 -0.1 0.0 0.2
H -1.94282 -4.77674 -0.64421 0.2 0.1 0.0
H -2.86228 -2.57964 -1.28287 0.1 0.0 0.2
H -2.64303 -2.93074 -2.96663 0.2 0.1 -0.2
H -0.79455 -2.44128 0.18469 -0.1 0.0 0.0
H 3.41826 -0.80350 -0.72289 -0.2 0.0 0.1
H 4.67295 -0.33133 -2.80979 0.1 0.0 0.1
H 3.60496 -0.64826 -4.96848 -0.1 -0.1 -0.2
H 1.29352 -1.54866 -5.10870 -0.2 0.0 0.0
C 0.65343 -6.33495 3.20731 0.0 0.1 -0.2
N -0.06951 -5.40209 2.36580 0.0 -0.1 0.1
C 0.57682 -4.84932 1.18513 -0.2 0.1 0.2
C -1.32541 -5.02323 2.62736 -0.1 0.0 0.0
O -1.97110 -4.24395 1.93954 0.3 -0.1 -0.1
H 1.55373 -5.85925 3.60019 0.0 -0.1 0.0
H 0.93948 -7.21376 2.62637 0.0 0.0 0.1
H 0.02939 -6.65090 4.04062 0.0 0.0 0.0
H 0.61768 -3.76394 1.26440 0.1 0.0 0.0
H -0.00366 -5.11290 0.30177 0.1 0.0 0.0
H 1.58451 -5.24259 1.09514 0.0 -0.1 0.1
H -1.74433 -5.48871 3.53530 0.0 0.0 0.0
C -6.16682 -8.21129 -0.07421 0.1 0.2 0.1
N -5.96577 -6.92999 -0.72002 0.0 -0.2 0.1
C -5.60066 -5.77643 0.08343 0.0 0.1 -0.2
C -6.10335 -6.76473 -2.04948 0.0 0.0 -0.1
O -5.93941 -5.71135 -2.63473 0.0 0.0 0.1
H -6.97141 -8.13699 0.66035 0.0 -0.1 0.0
H -5.25083 -8.52129 0.43279 0.0 -0.1 0.0
H -6.43257 -8.96500 -0.81232 0.0 0.0 0.0
H -6.35400 -4.99558 -0.02862 0.0 0.1 0.1
H -4.64487 -5.37581 -0.25341 0.0 0.1 0.1
H -5.52261 -6.05551 1.13121 0.0 -0.1 0.0
H -6.38129 -7.69355 -2.57617 0.0 0.0 0.0
C -4.68836 -3.10022 2.73427 0.0 0.1 0.2
N -5.01480 -2.64152 4.07258 -0.1 -0.1 -0.1
C -6.34214 -2.09641 4.34024 0.6 -0.3 0.2
C -4.12928 -2.70352 5.07230 0.1 0.0 0.1
O -4.34088 -2.33755 6.22108 -0.1 -0.2 -0.1
H -4.78840 -2.27285 2.02775 0.0 -0.1 -0.1
H -5.37548 -3.90116 2.44691 0.0 0.0 -0.1
H -3.66270 -3.48007 2.69378 -0.4 0.2 0.0
H -6.24853 -1.07793 4.69802 -0.1 0.1 0.0
H -6.83066 -2.69107 5.11314 -0.1 0.1 0.0
H -6.93814 -2.11060 3.43758 0.0 0.0 -0.1
H -3.15742 -3.12528 4.76390 0.0 0.0 0.0
C 6.61563 4.32115 -4.03053 -0.2 -0.2 0.2
N 6.35604 2.90516 -3.85369 0.0 0.1 0.0
C 5.94561 2.41933 -2.54913 0.0 -0.2 -0.2
C 6.48130 2.02605 -4.86351 0.0 0.0 -0.2
O 6.27838 0.82740 -4.77247 -0.1 0.0 0.2
H 7.41780 4.63217 -3.35861 0.0 0.1 0.0
H 5.71068 4.88867 -3.79589 0.1 0.1 0.0
H 6.91344 4.53522 -5.05457 0.1 0.0 0.0
H 6.66142 1.68039 -2.18383 0.0 0.0 0.1
H 4.96695 1.94340 -2.62043 0.0 0.0 0.1
H 5.89291 3.25053 -1.85015 0.0 0.0 0.0
H 6.79068 2.49801 -5.80988 0.0 0.0 0.0
C -2.13254 1.77514 8.65943 0.0 -0.2 -0.1
N -2.01479 1.02463 7.42774 0.0 0.1 0.2
C -2.41972 -0.37783 7.40826 0.2 0.3 -0.2
C -1.54281 1.58111 6.29772 0.0 0.1 -0.1
O -1.41955 1.00467 5.23405 0.0 0.0 0.0
H -1.52455 1.31152 9.43953 0.0 0.1 0.1
H -3.17433 1.79321 8.98756 0.0 0.1 0.1
H -1.79270 2.79855 8.51055 0.0 0.0 0.0
H -1.56811 -0.99826 7.12619 -0.1 -0.1 0.0
H -3.20653 -0.52847 6.68014 0.0 -0.1 0.0
H -2.77608 -0.67303 8.39151 0.0 0.0 0.0
H -1.26698 2.64392 6.42336 0.0 0.0 0.0
C -2.14237 3.02708 -4.48499 0.1 -0.2 0.1
N -0.89202 2.46325 -4.01965 -0.1 0.1 -0.1
C -0.92059 1.33455 -3.10420 0.2 0.1 0.1
C 0.30275 2.95125 -4.40768 0.1 0.0 0.0
O 1.37988 2.52027 -4.04596 0.0 0.0 0.1
H -2.72837 3.38756 -3.63671 -0.1 0.0 -0.1
H -2.71943 2.26795 -5.01711 -0.1 0.1 0.0
H -1.95034 3.85942 -5.15901 0.0 0.0 0.0
H -0.40815 1.60579 -2.17938 0.0 -0.1 0.0
H -0.40584 0.47966 -3.53861 0.0 0.0 0.0
H -1.94946 1.06036 -2.88304 0.0 0.1 0.0
H 0.21475 3.80550 -5.10189 0.0 0.0 0.0
C 8.87588 9.21814 -5.76645 -0.1 -0.1 0.2
N 8.61718 7.80337 -5.59364 0.1 0.1 0.0
C 8.20274 7.31539 -4.28572 0.3 -0.2 -0.4
C 8.74539 6.92414 -6.60101 0.0 0.0 -0.1
O 8.53603 5.72705 -6.50867 0.0 0.0 0.0
H 9.67746 9.53484 -5.09614 0.0 0.1 0.0
H 7.97572 9.79141 -5.53738 0.0 0.1 0.0
H 9.17350 9.42267 -6.79312 0.0 0.0 0.0
H 8.92496 6.57574 -3.93221 -0.1 0.0 0.0
H 7.22980 6.83780 -4.37152 0.0 0.1 0.1
H 8.14353 8.13263 -3.58415 0.0 0.1 0.0
H 9.06294 7.39139 -7.54892 0.0 0.0 0.0
C -9.92662 2.10483 6.21676 0.3 0.0 -0.1
N -8.95779 1.31294 5.48554 -0.1 0.1 0.1
C -7.57227 1.75341 5.43713 -0.1 -0.2 -0.1
C -9.29642 0.17826 4.84693 -0.1 -0.1 -0.1
O -8.52031 -0.51897 4.22026 -0.3 0.3 0.0
H -9.98225 3.10995 5.79395 -0.1 0.0 0.1
H -9.63369 2.17688 7.26605 -0.1 0.0 0.0
H -10.90975 1.64309 6.15691 0.0 0.0 0.0
H -7.26936 1.91531 4.40206 0.1 0.0 0.0
H -6.92346 0.98960 5.86699 0.1 0.0 0.0
H -7.46284 2.67869 5.99679 -0.1 0.0 0.0
H -10.36635 -0.07223 4.94440 0.0 0.0 0.0
C 5.78000 7.30590 1.16378 0.2 0.1 0.0
N 6.54099 7.89883 0.08049 -0.1 -0.1 0.1
C 7.86924 8.42405 0.35075 -0.1 0.0 -0.2
C 6.05811 7.97946 -1.17097 -0.1 0.0 -0.1
O 6.65558 8.46508 -2.11555 -0.1 0.1 0.3
H 5.61895 8.04304 1.95253 -0.1 -0.1 0.0
H 6.32316 6.45478 1.57852 -0.1 0.0 0.1
H 4.81405 6.96317 0.79964 0.0 0.0 0.0
H 7.90562 9.48609 0.10647 0.1 0.0 0.0
H 8.60590 7.90716 -0.26509 0.1 0.0 0.0
H 8.11150 8.28396 1.40082 0.0 0.0 0.0
H 5.04634 7.55413 -1.27455 0.0 0.0 0.0

=====

Number 1: electronic energy -7338.71854 a.u., strongest force on any atom 0.9 eV Å⁻¹, orbital gap 6.012 eV. Number 2: electronic energy -3000.31433 a.u., strongest force on any atom 1.4 eV Å⁻¹, orbital gap 8.840 eV.